A) ORCA calculation (ωB97M-V/def2-TZVPD) on a gas-phase ion, C4H10N4 (charge +2).

Structure (ORCA input):
```
! RIJCOSX wB97M-V def2-TZVPD def2/J DEFGRID3
* xyz 2 1
N -0.52 1.31 -0.39
N 0.92 1.11 1.58
N 0.05 -1.07 -2.83
N -0.46 0.96 -1.55
C -0.03 -0.42 -1.73
C -0.02 0.35 0.63
C -1.24 0.02 1.40
C 0.57 -0.75 -0.34
H -0.18 -0.56 -3.69
H 1.85 0.64 1.57
H -1.32 0.83 2.12
H 1.07 2.15 1.22
H -2.14 -0.27 0.80
H -1.26 -0.86 2.07
H 0.59 1.13 2.54
H 0.18 -1.65 -0.04
H 0.34 -2.07 -2.91
H 1.58 -0.85 -0.45
*
```

Output
SMILES: C[C@@]1([NH3+])CC(=[NH2+])N=N1
HOMO: -18.95 eV
HOMO-LUMO gap: 8.67 eV



B) ORCA calculation (ωB97M-V/def2-TZVPD) on a gas-phase ion, C4H10N4 (charge +2).

Structure (ORCA input):
```
! RIJCOSX wB97M-V def2-TZVPD def2/J DEFGRID3
* xyz 2 1
N -0.02 -0.12 0.00
N -2.78 0.42 -0.16
N 0.24 2.18 0.25
N -2.37 -0.59 0.08
C 1.17 -0.33 0.87
C -0.52 1.22 -0.07
C 0.44 -0.42 -1.41
C -1.19 -1.15 0.39
H 0.89 0.05 1.93
H 0.20 -1.37 -1.80
H -0.90 -2.24 -0.05
H 1.51 -0.32 -1.61
H 2.02 0.04 0.52
H 1.14 2.10 0.61
H 0.13 0.18 -2.23
H -0.09 3.11 0.08
H -1.31 -1.39 1.43
H 1.43 -1.39 1.18
*
```

Output
HOMO: -19.41 eV
HOMO-LUMO gap: 9.05 eV



C) ORCA calculation (ωB97M-V/def2-TZVPD) on 2 unconnected molecules or ions with the total composition C4H10N4.

Structure (ORCA input):
```
! RIJCOSX wB97M-V def2-TZVPD def2/J DEFGRID3
* xyz 2 1
N -1.58 -2.39 1.13
N -0.61 2.09 -1.51
N -0.09 -0.02 -0.83
N 0.58 -1.65 1.91
C -0.49 -1.96 1.61
C -0.83 2.85 -2.52
C 0.23 0.93 -1.56
C 1.71 -0.95 2.32
H 2.21 -1.57 3.16
H -2.26 -2.92 1.63
H -0.23 2.56 -3.36
H -1.68 -2.36 0.13
H 1.40 0.12 2.70
H -1.26 3.84 -2.54
H 1.07 0.76 -2.28
H 0.46 -0.83 -0.88
H 2.35 -0.78 1.49
H -0.99 2.28 -0.59
*
```

Output
HOMO: -18.54 eV
HOMO-LUMO gap: 9.51 eV



The calculated energies rank the structures as follows, beginning with the most stable: C), A), B).



A) ORCA calculation (ωB97M-V/def2-TZVPD) on 13 unconnected molecules or ions with the total composition H26O13.

Structure (ORCA input):
```
! RIJCOSX wB97M-V def2-TZVPD def2/J DEFGRID3
* xyz 0 1
O -1.14 1.45 -3.25
O 3.52 1.12 -0.36
O 4.65 -1.43 -0.04
O -2.28 -2.04 -2.33
O 1.43 1.16 2.41
O -0.34 4.21 -1.45
O 2.86 -3.58 -1.47
O -0.78 -2.53 0.58
O -5.96 -1.24 -0.37
O 1.90 3.32 0.68
O -0.79 0.36 -0.51
O -5.61 0.18 2.77
O 2.68 -1.60 1.53
H -5.50 -0.17 3.67
H -0.33 3.97 -0.52
H 2.37 4.04 1.11
H -0.09 -0.02 -1.06
H -1.71 1.77 -2.53
H -0.89 -0.27 0.21
H 2.84 -2.69 -1.11
H 2.39 -4.11 -0.82
H 2.81 1.03 0.28
H -5.37 -0.64 0.10
H -1.58 1.77 -4.05
H 4.20 1.62 0.11
H -0.65 -2.73 -0.35
H -2.73 -1.20 -2.44
H 5.03 -2.26 0.28
H -0.22 -3.16 1.04
H 2.57 -2.01 2.39
H -1.76 -1.91 -1.53
H 1.88 1.97 2.14
H -1.24 4.01 -1.74
H 2.23 3.32 -0.22
H 0.51 1.43 2.54
H 2.91 -0.69 1.73
H 3.70 -1.57 0.03
H -4.71 0.27 2.44
H -6.80 -1.16 0.09
*
```

Output
HOMO: -10.51 eV
HOMO-LUMO gap: 10.31 eV



B) ORCA calculation (ωB97M-V/def2-TZVPD) on a molecular structure, H26O13.

Structure (ORCA input):
```
! RIJCOSX wB97M-V def2-TZVPD def2/J DEFGRID3
* xyz 0 1
O 1.29 0.03 -3.04
O -2.71 -0.04 -0.51
O -0.37 -3.57 2.80
O 0.94 -0.80 2.70
O -0.25 -0.11 0.18
O -3.19 -1.41 2.05
O 1.54 1.92 0.52
O -0.96 1.11 -4.88
O -1.50 2.83 1.41
O -1.18 1.54 -2.75
O 1.96 -3.14 1.01
O 2.72 2.31 1.70
O 2.87 -0.13 -0.30
H -3.63 -0.64 1.67
H -0.90 0.65 -3.00
H 2.08 -0.55 -0.66
H 1.17 -1.68 3.02
H 2.80 -0.28 0.65
H -3.65 -0.11 -0.70
H -1.11 1.35 -5.80
H -0.58 2.82 1.11
H 3.09 2.97 2.30
H -0.45 0.62 -0.42
H 0.72 -0.72 -3.22
H 2.14 -0.35 -2.84
H 1.89 2.05 2.12
H -2.08 1.60 -3.09
H -2.31 -0.77 -0.99
H -0.07 1.44 -4.69
H 2.64 -2.50 0.76
H -1.14 -4.02 3.15
H 1.28 1.00 0.62
H -0.46 -0.90 -0.34
H -1.80 3.72 1.22
H 1.16 -2.79 0.62
H 0.17 -0.94 2.14
H -3.80 -1.73 2.72
H 2.34 1.89 -0.02
H -0.63 -2.64 2.77
*
```

Output
HOMO: -7.46 eV
HOMO-LUMO gap: 7.17 eV



C) ORCA calculation (ωB97M-V/def2-TZVPD) on 13 unconnected molecules or ions with the total composition H26O13.

Structure (ORCA input):
```
! RIJCOSX wB97M-V def2-TZVPD def2/J DEFGRID3
* xyz 0 1
O -0.99 1.38 2.87
O 0.13 -0.98 2.58
O -0.61 -2.28 0.33
O 0.40 0.16 -0.30
O -2.78 -0.79 -2.43
O 1.41 -2.24 -1.91
O 3.84 -0.97 -0.96
O 2.79 -2.13 1.53
O -0.24 0.17 -2.92
O -2.28 0.88 0.28
O 2.27 0.54 1.53
O -1.45 2.79 -1.79
O -0.77 3.56 0.94
H 2.98 -1.32 -0.65
H -1.54 1.76 3.53
H -1.16 3.13 0.20
H 0.55 -2.63 -1.93
H -1.08 1.88 2.06
H -2.01 2.24 -2.28
H -1.14 4.43 0.78
H -2.36 -1.64 -2.27
H 1.45 0.49 1.06
H 2.50 -1.24 1.51
H -1.50 -2.48 -0.02
H 1.52 -2.26 -2.85
H 0.13 0.40 -2.02
H -2.07 -0.13 -2.54
H -0.29 -3.17 0.34
H -0.35 -1.38 1.82
H 0.20 -0.78 -0.22
H -2.04 0.42 1.08
H -2.04 3.53 -1.62
H 2.04 0.76 2.42
H 4.48 -1.43 -0.39
H -2.91 1.58 0.56
H -0.26 -0.12 2.77
H -0.43 0.59 -0.18
H 0.22 -0.61 -3.20
H 3.40 -2.09 2.28
*
```

Output
HOMO: -9.85 eV
HOMO-LUMO gap: 9.48 eV



The calculated energies rank the structures as follows, beginning with the most stable: C), A), B).



A) ORCA calculation (ωB97M-V/def2-TZVPD) on a molecular structure, C24H25N7O3Se2Ti.

Structure (ORCA input):
```
! RIJCOSX wB97M-V def2-TZVPD def2/J DEFGRID3
* xyz 0 3
Se -0.83 -3.12 1.30
Se -3.76 -0.67 1.75
Ti -0.19 0.86 0.40
O -1.80 -0.80 -1.50
O -0.73 1.65 4.28
O -0.99 0.97 2.15
N 1.37 -0.21 1.26
N -3.39 3.45 -1.03
N -1.31 2.30 -0.50
N -1.26 -0.50 -0.53
N -5.19 2.76 -2.59
N 1.22 0.77 -1.21
N 0.85 2.60 1.30
C 1.75 -0.71 2.45
C 2.24 -1.44 -5.69
C 0.48 2.76 2.57
C 0.96 3.79 3.36
C 2.23 4.52 1.47
C 2.64 -0.12 -5.73
C 3.51 -0.97 1.09
C -0.49 1.73 3.10
C -2.91 -1.97 2.93
C 2.46 -0.36 0.41
C 1.05 1.28 -2.58
C 1.71 3.46 0.75
C 1.48 0.31 -3.66
C -0.61 -5.03 1.02
C 1.84 4.69 2.79
C 2.32 0.15 -0.89
C -2.35 2.80 -0.78
C -5.27 -1.76 1.20
C 2.26 0.76 -4.72
C -4.33 3.04 -1.87
C -2.51 -3.28 2.28
C 1.08 -1.02 -3.62
C 1.46 -1.89 -4.63
C 3.06 -1.19 2.39
H 2.92 5.20 0.99
H 2.58 1.79 -4.75
H 1.60 2.22 -2.69
H 0.62 3.86 4.38
H -5.88 -1.13 0.55
H -4.95 -2.63 0.63
H 0.48 -1.38 -2.80
H 2.53 -2.12 -6.48
H -0.44 -5.54 1.96
H -2.37 -4.04 3.04
H 4.48 -1.21 0.68
H 1.15 -2.93 -4.59
H 1.98 3.28 -0.28
H -3.28 -3.63 1.59
H 1.06 -0.71 3.28
H -3.59 -2.16 3.76
H -0.01 1.53 -2.70
H 0.26 -5.17 0.37
H 3.25 0.24 -6.55
H -1.48 -5.44 0.52
H -2.05 -1.44 3.33
H 3.60 -1.65 3.20
H 2.23 5.52 3.37
H 3.12 0.02 -1.62
H -5.86 -2.07 2.06
*
```

Output
HOMO (spin up / spin down): -7.88 / -7.97 eV
HOMO-LUMO gap (spin up / spin down): 6.86 / 6.58 eV



B) ORCA calculation (ωB97M-V/def2-TZVPD) on a molecular structure, C24H25N7O3Se2Ti.

Structure (ORCA input):
```
! RIJCOSX wB97M-V def2-TZVPD def2/J DEFGRID3
* xyz 0 3
Se 1.64 -2.41 1.67
Se 1.20 -3.48 -2.43
Ti -0.45 0.14 -0.73
O 2.43 -0.15 -1.29
O -2.44 -1.30 -3.91
O -1.45 -1.03 -1.91
N -1.86 1.67 -0.80
N -3.36 -1.41 1.79
N -1.21 -0.83 0.84
N -0.04 0.98 -2.74
N 1.37 -0.53 -0.99
N 0.47 1.69 0.51
N -5.04 -0.16 3.11
C 0.81 2.46 -4.39
C 0.75 2.00 -3.09
C 2.15 2.39 5.00
C 2.30 2.42 3.62
C -0.79 0.79 -4.99
C 3.01 -3.60 2.35
C -1.66 -0.75 -3.17
C -3.02 1.96 -1.42
C 0.50 0.86 3.38
C -0.61 -4.16 -2.61
C -4.24 -0.70 2.49
C -0.30 2.73 0.63
C -2.48 3.78 -0.24
C 0.03 1.85 -5.35
C -1.52 2.79 -0.07
C -2.27 -1.03 1.32
C 0.34 0.83 4.76
C -0.79 0.39 -3.67
C 0.76 -3.69 0.49
C -3.44 3.25 -1.10
C 1.70 1.68 1.31
C 1.48 1.65 2.80
C 1.16 1.60 5.57
C 1.58 -4.25 -0.67
H -0.94 -3.92 -3.61
H 1.04 1.58 6.65
H 2.56 -4.40 2.93
H 3.06 3.05 3.18
H -3.51 1.22 -2.04
H 2.29 0.82 1.00
H 0.05 2.19 -6.38
H -0.15 0.25 2.75
H 0.00 3.57 1.27
H -2.48 4.76 0.22
H -0.61 -5.24 -2.47
H -0.43 0.21 5.20
H -0.14 -3.17 0.14
H 2.29 2.57 1.06
H 1.40 -5.32 -0.77
H 2.65 -4.12 -0.53
H 0.43 -4.50 1.14
H 3.61 -4.01 1.54
H 1.46 3.29 -4.63
H -1.28 -3.68 -1.90
H -4.34 3.72 -1.45
H 3.66 -3.01 3.00
H 2.79 3.00 5.63
H 1.34 2.45 -2.29
H -1.43 0.27 -5.69
*
```

Output
HOMO (spin up / spin down): -8.05 / -8.19 eV
HOMO-LUMO gap (spin up / spin down): 6.88 / 6.75 eV



The calculated energies rank the structures as follows, beginning with the most stable: A), B).



A) ORCA calculation (ωB97M-V/def2-TZVPD) on a single C6H9N molecule.

Structure (ORCA input):
```
! RIJCOSX wB97M-V def2-TZVPD def2/J DEFGRID3
* xyz 0 1
N -1.03 -1.36 1.54
C 0.56 1.50 -1.03
C 0.25 0.36 1.43
C -1.10 -1.71 0.21
C 0.31 0.46 -0.01
C 1.28 0.17 -1.08
C -0.98 -0.20 0.37
H 0.91 -0.30 1.97
H -2.08 -1.88 -0.25
H -1.89 0.40 0.33
H 2.34 0.16 -0.82
H -0.32 -2.31 -0.28
H 1.13 2.38 -0.74
H -0.16 1.18 2.00
H 0.99 -0.54 -1.85
H -0.22 1.68 -1.77
*
```

Output
HOMO: -7.52 eV
HOMO-LUMO gap: 8.44 eV



B) ORCA calculation (ωB97M-V/def2-TZVPD) on a single C6H9N molecule.

Structure (ORCA input):
```
! RIJCOSX wB97M-V def2-TZVPD def2/J DEFGRID3
* xyz 0 1
N 0.76 0.06 -1.65
C 0.79 -1.21 -2.35
C -0.51 0.42 -1.16
C -1.23 0.81 2.64
C -0.78 0.53 0.12
C 1.39 -1.07 -0.99
C -0.82 1.22 1.23
H 2.46 -1.02 -0.87
H -0.60 1.23 3.43
H -0.54 2.21 0.85
H 0.84 -1.50 -0.16
H -1.26 0.65 -1.91
H -1.18 -0.28 2.74
H -2.26 1.10 2.88
H -0.16 -1.74 -2.43
H 1.43 -1.24 -3.23
*
```

Output
SMILES: CC=C=CN1CC1
HOMO: -8.32 eV
HOMO-LUMO gap: 9.37 eV



The calculated energies rank the structures as follows, beginning with the most stable: B), A).



A) ORCA calculation (ωB97M-V/def2-TZVPD) on a single C6H9N molecule.

Structure (ORCA input):
```
! RIJCOSX wB97M-V def2-TZVPD def2/J DEFGRID3
* xyz 0 1
N -1.87 1.43 1.13
C -1.05 0.88 0.36
C -2.10 -0.03 0.73
C 0.10 1.05 -0.52
C 1.27 0.10 -0.39
C 1.39 -0.83 0.80
C 0.28 -0.10 -1.48
H -2.92 -0.22 0.04
H 0.56 0.11 -2.51
H 1.89 -0.33 1.63
H 1.98 -1.72 0.54
H 0.31 2.07 -0.85
H -0.44 -0.90 -1.36
H 2.22 0.54 -0.71
H 0.41 -1.17 1.15
H -1.94 -0.80 1.49
*
```

Output
SMILES: C[C@H]1C[C@H]1C1=NC1
HOMO: -9.65 eV
HOMO-LUMO gap: 10.72 eV



B) ORCA calculation (ωB97M-V/def2-TZVPD) on a single C6H9N molecule.

Structure (ORCA input):
```
! RIJCOSX wB97M-V def2-TZVPD def2/J DEFGRID3
* xyz 0 1
N 2.51 -1.84 -0.52
C -0.49 -0.67 0.98
C 1.65 -1.09 -0.33
C -1.59 -0.05 0.09
C 0.54 -0.17 -0.07
C 1.04 1.26 0.19
C -0.62 -0.16 -1.10
H -0.56 0.61 -1.88
H -0.55 -1.76 1.02
H 0.19 1.93 0.33
H -0.36 -0.28 2.00
H -2.56 -0.54 -0.03
H 1.68 1.32 1.08
H -0.72 -1.14 -1.57
H 1.60 1.61 -0.68
H -1.75 0.96 0.48
*
```

Output
SMILES: CC1(C#N)CCC1
HOMO: -11.09 eV
HOMO-LUMO gap: 11.93 eV



C) ORCA calculation (ωB97M-V/def2-TZVPD) on a single C6H9N molecule.

Structure (ORCA input):
```
! RIJCOSX wB97M-V def2-TZVPD def2/J DEFGRID3
* xyz 0 1
N -0.39 -0.17 -1.83
C 0.39 -0.12 0.20
C -0.72 -0.84 -0.53
C 1.03 -0.62 1.45
C 0.83 0.41 -1.17
C -1.63 0.17 -1.07
C 0.23 0.65 1.47
H 0.80 1.57 1.56
H -2.54 -0.20 -1.53
H 1.68 -0.17 -1.55
H 1.03 1.48 -1.32
H -0.88 -1.92 -0.57
H -1.76 1.13 -0.56
H 0.55 -1.48 1.90
H 2.11 -0.58 1.61
H -0.74 0.69 1.96
*
```

Output
SMILES: C1[C@H]2N1CC21CC1
HOMO: -8.89 eV
HOMO-LUMO gap: 9.99 eV



D) ORCA calculation (ωB97M-V/def2-TZVPD) on a single C6H9N molecule.

Structure (ORCA input):
```
! RIJCOSX wB97M-V def2-TZVPD def2/J DEFGRID3
* xyz 0 1
N -0.11 -1.06 1.36
C 1.18 -0.68 1.65
C 0.51 1.30 -1.36
C -1.77 -0.74 -0.53
C -0.58 -0.32 0.29
C 1.55 0.29 0.78
C 0.46 0.46 -0.14
H -2.37 -1.52 -0.07
H -0.44 1.54 -1.84
H -2.40 0.13 -0.70
H 1.62 -1.00 2.58
H 1.05 2.23 -1.20
H -1.42 -1.04 -1.52
H 2.36 1.01 0.78
H 1.08 0.81 -2.16
H -0.71 -1.41 2.09
*
```

Output
SMILES: Cc1cc[nH]c1C
HOMO: -7.90 eV
HOMO-LUMO gap: 8.95 eV



The calculated energies rank the structures as follows, beginning with the most stable: D), B), A), C).



A) ORCA calculation (ωB97M-V/def2-TZVPD) on a single C6H9N molecule.

Structure (ORCA input):
```
! RIJCOSX wB97M-V def2-TZVPD def2/J DEFGRID3
* xyz 0 1
N -1.43 -0.25 0.64
C -2.10 0.97 0.23
C -2.78 -0.35 0.11
C 0.94 -0.25 -0.03
C 3.55 0.28 0.12
C -0.42 -0.76 -0.28
C 2.11 0.03 0.05
H 4.08 -0.64 -0.14
H -2.90 -0.75 -0.90
H 3.86 0.58 1.13
H -1.77 1.45 -0.70
H 3.85 1.06 -0.58
H -2.36 1.66 1.03
H -3.55 -0.64 0.82
H -0.40 -1.85 -0.16
H -0.68 -0.55 -1.33
*
```

Output
SMILES: CC#CCN1CC1
HOMO: -9.22 eV
HOMO-LUMO gap: 10.30 eV



B) ORCA calculation (ωB97M-V/def2-TZVPD) on a single C6H9N molecule.

Structure (ORCA input):
```
! RIJCOSX wB97M-V def2-TZVPD def2/J DEFGRID3
* xyz 0 1
N -0.78 -1.50 0.25
C -0.38 1.95 0.21
C 1.02 1.54 -0.16
C -0.05 -2.24 -0.72
C -0.66 -0.62 -0.86
C -0.02 0.48 0.04
C -0.08 -0.57 1.15
H -0.73 -0.37 2.01
H -0.44 -3.28 -0.80
H 0.89 -0.95 1.49
H -0.54 2.33 1.23
H -0.99 2.46 -0.53
H 0.98 -2.16 -1.05
H -1.34 -0.45 -1.69
H 1.34 1.74 -1.17
H 1.80 1.63 0.59
*
```

Output
SMILES: C1[C@H]2N1CC21CC1
HOMO: -8.17 eV
HOMO-LUMO gap: 9.23 eV



The calculated energies rank the structures as follows, beginning with the most stable: A), B).



A) ORCA calculation (ωB97M-V/def2-TZVPD) on a single C6H9N molecule.

Structure (ORCA input):
```
! RIJCOSX wB97M-V def2-TZVPD def2/J DEFGRID3
* xyz 0 1
N 0.84 -1.93 -1.29
C 0.38 -1.61 0.06
C -1.38 -0.01 -1.09
C 0.12 -0.65 -1.03
C -0.23 1.54 0.62
C 0.80 2.11 1.48
C -1.07 1.03 -0.09
H 0.36 2.84 2.15
H 1.05 -1.42 0.90
H 1.59 2.60 0.89
H 1.27 1.33 2.09
H -1.73 0.46 -2.02
H 1.84 -1.70 -1.33
H -0.47 -2.24 0.33
H -2.20 -0.66 -0.73
H 0.75 0.21 -1.22
*
```

Output
SMILES: CC#CC[C@H]1CN1
HOMO: -9.02 eV
HOMO-LUMO gap: 9.92 eV



B) ORCA calculation (ωB97M-V/def2-TZVPD) on a single C6H9N molecule.

Structure (ORCA input):
```
! RIJCOSX wB97M-V def2-TZVPD def2/J DEFGRID3
* xyz 0 1
N -0.06 -0.72 -0.01
C -2.52 -0.34 0.09
C 2.41 -0.74 -0.20
C -0.59 1.42 0.10
C -1.12 0.15 0.05
C 1.12 -0.03 -0.03
C 0.82 1.31 0.06
H -2.78 -0.92 -0.80
H 2.72 -1.01 -1.22
H 2.65 -1.54 0.52
H -2.71 -0.97 0.97
H 3.04 0.13 0.20
H -3.21 0.51 0.14
H -0.13 -1.72 -0.12
H -1.18 2.33 0.17
H 1.53 2.14 0.09
*
```

Output
SMILES: Cc1ccc(C)[nH]1
HOMO: -7.68 eV
HOMO-LUMO gap: 8.71 eV



The calculated energies rank the structures as follows, beginning with the most stable: B), A).